1.
Computed, not measured: 3 unconnected molecules or ions with the total composition C2H9NO4 at a distorted geometry, with ωB97M-V/def2-TZVPD.

Each line ends with the Löwdin charge.
Element x y z (Å)
1 H 1.843 1.340 0.925  0.08
2 O -0.459 1.737 -3.201  -0.06
3 H -0.573 2.255 -3.993  0.04
4 H -0.852 1.443 -1.060  0.12
5 H 0.315 2.081 -2.706  0.05
6 H 2.378 -0.129 0.239  0.09
7 C 1.823 0.246 1.099  -0.10
8 O -1.709 -2.958 1.658  -0.06
9 N 0.485 -0.268 1.161  0.03
10 O -0.102 1.131 -0.509  0.08
11 H 2.296 0.312 2.078  0.09
12 H -2.487 -2.504 1.960  0.03
13 C -0.390 -0.020 0.127  -0.61
14 O -1.265 -0.770 -0.209  0.09
15 H -1.537 -2.833 0.728  0.01
16 H 0.233 -1.065 1.704  0.12

Atomic forces in eV per Å
-0.7 -0.3 -0.3
0.5 -0.1 1.0
0.1 0.3 -0.2
0.4 -0.8 0.1
-0.6 -0.2 -0.8
0.5 -0.6 0.5
0.3 2.1 0.1
0.9 -1.0 1.0
-0.7 0.9 -0.9
-0.2 0.9 0.0
0.3 -1.2 -0.1
-0.4 0.4 -0.5
0.9 -0.3 0.4
-1.0 -0.2 -0.1
-0.5 0.7 -0.3
0.2 -0.6 0.1

- Lowest unoccupied orbital energy: 0.500 eV
- Kohn-Sham gap: 10.23 eV
- SMILES: CNC(=O)O.O.O



2.
Computed, not measured: a molecular structure, C18H37IrOP3S at a distorted geometry, with ωB97M-V/def2-TZVPD.

Each line ends with the Löwdin charge.
Element x y z (Å)
1 C -0.560 -3.552 1.705  -0.21
2 C -0.299 -0.348 2.376  -0.41
3 C -2.268 1.548 0.662  -0.70
4 C -3.266 1.355 1.644  -0.07
5 H 1.307 -4.626 -0.346  0.09
6 H -2.058 -3.227 -0.741  0.07
7 H -0.393 -4.624 1.558  0.08
8 Ir 0.032 -0.409 0.554  0.73
9 H 3.819 -0.211 -0.700  0.02
10 H -4.531 1.311 -2.349  0.13
11 C 2.589 -1.379 2.739  -0.19
12 H 3.227 1.204 -1.692  0.04
13 S -1.995 0.315 -0.509  0.77
14 H -4.214 2.213 3.400  0.16
15 H 2.721 1.894 -3.261  0.09
16 H 2.082 -0.925 3.597  0.06
17 H 3.668 -1.399 2.936  0.09
18 H 4.631 -0.667 0.814  0.09
19 H -0.053 -3.222 2.618  0.05
20 P 1.020 0.476 -2.455  0.84
21 C 2.675 1.318 1.718  -0.21
22 H -0.723 -4.241 -1.380  0.08
23 H 3.728 1.374 2.013  0.09
24 C 1.634 -1.162 -2.890  -0.17
25 H -0.953 -2.574 -1.982  0.03
26 H -1.207 4.655 1.525  0.15
27 C -4.406 1.565 -1.287  0.11
28 H -0.686 1.827 -3.449  0.06
29 H 2.024 2.537 -1.749  0.07
30 H 2.337 -3.594 0.680  0.06
31 C -0.059 0.999 -3.791  -0.19
32 C 3.730 -0.838 0.197  -0.21
33 C -3.513 2.372 2.576  0.04
34 H -4.018 3.138 0.098  0.09
35 C -4.111 2.833 -0.952  0.17
36 H 0.100 0.589 -1.292  -0.13
37 H -0.718 0.171 -4.068  0.08
38 C -1.605 2.784 0.567  -0.09
39 H 1.781 -1.165 -3.976  0.10
40 H 3.718 -1.897 -0.098  0.05
41 C 2.386 1.631 -2.250  -0.17
42 H 2.096 -3.196 -1.057  0.04
43 H 2.238 -2.412 2.646  0.05
44 H -0.966 2.929 -0.312  0.13
45 H 2.593 -1.379 -2.407  0.05
46 H -3.786 0.389 1.702  0.14
47 H -3.008 4.396 3.212  0.17
48 H 0.913 -1.953 -2.657  0.03
49 C -1.024 -3.221 -1.103  -0.22
50 C -1.823 3.759 1.531  0.02
51 H -4.142 3.651 -1.694  0.15
52 H -1.636 -3.367 1.785  0.07
53 C -2.818 3.588 2.495  0.07
54 C 1.615 -3.585 -0.149  -0.21
55 P 0.073 -2.664 0.241  0.64
56 P 2.276 -0.394 1.210  0.67
57 H 2.491 2.000 0.885  0.04
58 O -0.495 -0.314 3.528  0.16
59 H 0.568 1.304 -4.637  0.09
60 H 2.049 1.607 2.568  0.06
61 H -4.785 0.814 -0.550  0.12

Atomic forces in eV per Å
0.1 0.2 -0.2
-2.0 0.3 6.5
-0.9 -0.4 -0.1
-0.6 0.3 1.7
0.1 0.3 0.1
0.1 0.0 -0.1
-0.1 0.1 0.1
0.6 0.5 -1.3
0.0 -0.3 0.4
0.3 -0.2 0.4
-0.5 -0.1 -0.1
-0.3 0.2 -0.2
-0.4 0.0 0.2
0.0 0.0 -0.4
0.1 0.0 0.1
0.1 0.0 -0.1
-0.2 0.1 -0.2
-0.4 0.0 -0.2
-0.1 -0.1 -0.1
-0.2 0.4 -0.5
-0.3 0.0 0.0
-0.2 0.2 0.0
-0.1 0.0 0.0
0.0 -0.2 0.3
-0.1 -0.2 0.1
-0.3 0.1 -0.1
-1.6 -3.0 -1.0
0.2 0.1 -0.2
0.1 -0.1 -0.2
-0.3 0.0 -0.2
0.0 0.1 0.1
0.0 -0.2 -0.4
-0.4 -1.5 -0.3
-0.1 -0.1 -0.6
-0.2 3.4 1.0
1.4 -0.3 -1.1
0.2 0.0 -0.1
0.7 1.3 0.2
0.0 0.1 0.1
0.0 0.4 0.1
-0.1 0.1 0.0
-0.1 -0.2 0.3
0.1 0.2 0.0
0.1 0.2 0.6
-0.2 0.1 -0.1
0.2 0.5 0.1
0.0 -0.4 -0.3
0.1 0.2 -0.1
-0.1 0.2 0.0
1.1 -0.2 -1.5
0.2 -0.5 0.2
0.1 0.0 0.1
0.1 0.3 0.9
0.2 0.2 -0.1
-0.3 -3.2 0.0
2.7 0.5 0.8
0.1 0.0 0.1
0.8 -0.1 -3.9
-0.3 0.0 -0.1
0.1 0.0 -0.1
0.4 0.7 -0.6

- Lowest unoccupied orbital energy (alpha / beta): -12.491 / -16.558 eV
- Multiplicity: 6
- Total charge: +4
- Expectation value of S²: 8.78
- Kohn-Sham gap (alpha / beta): 6.46 / 5.52 eV



3.
Computed, not measured: 5 unconnected molecules or ions with the total composition C46H32Cl4O6 at a distorted geometry, with ωB97M-V/def2-TZVPD.

Each line ends with the Löwdin charge.
Element x y z (Å)
1 C 20.073 -10.569 25.183  -0.08
2 H 20.014 -2.394 29.550  0.06
3 O 12.000 3.323 32.866  0.06
4 C 2.552 -9.516 24.340  -0.08
5 H 22.308 -2.986 29.070  0.07
6 C 6.425 -12.246 22.480  -0.07
7 C 17.687 -11.054 26.169  -0.07
8 C 12.341 5.580 31.332  0.05
9 H 12.599 7.625 30.992  0.11
10 H 20.310 -18.417 17.329  0.07
11 O 2.672 -11.069 21.029  0.08
12 H 7.152 -12.825 21.930  0.10
13 C 4.752 -10.661 24.032  -0.06
14 C 18.892 -8.953 26.817  -0.26
15 H 21.935 -18.261 18.191  0.06
16 H 2.008 -8.470 26.125  0.12
17 O 18.847 -12.653 24.733  0.05
18 Cl 20.667 -20.085 18.862  0.53
19 C 15.266 -10.199 27.299  -0.07
20 H 7.842 -11.834 24.040  0.10
21 C 12.831 1.618 29.692  -0.10
22 C 13.130 5.203 28.670  0.02
23 H 6.370 -10.787 25.549  0.12
24 C 16.439 -9.332 27.340  0.04
25 Cl 23.316 -1.823 30.756  0.58
26 H 4.940 -12.204 20.902  0.12
27 H 19.038 -17.368 19.020  0.08
28 C 13.288 -0.530 31.467  -0.06
29 O 18.966 -7.952 27.515  0.09
30 C 20.122 -17.425 19.116  -0.70
31 H 13.748 -1.698 29.735  0.10
32 C 12.612 6.660 30.506  -0.08
33 C 5.984 -11.044 24.574  0.01
34 H -1.087 -8.994 23.156  0.11
35 Cl 20.020 -0.702 31.073  0.56
36 O 4.356 -9.273 25.807  0.13
37 C 22.202 -8.918 25.006  -0.12
38 H 16.283 -8.376 27.818  0.11
39 H 20.509 -2.988 30.989  0.07
40 C 0.888 -9.678 22.644  0.00
41 C 22.070 -2.064 29.601  -0.69
42 H 12.926 0.877 33.080  0.11
43 C 13.354 -0.756 30.088  -0.05
44 H 21.247 -7.554 26.393  0.12
45 C 12.980 0.756 32.008  0.02
46 C 20.711 -2.132 30.345  -0.72
47 H 23.084 -8.319 24.831  0.11
48 C 6.820 -11.735 23.705  -0.07
49 C 12.857 4.058 29.430  -0.05
50 C 20.114 -9.343 25.935  -0.05
51 H 13.130 0.166 28.144  0.11
52 H 14.339 -9.896 27.762  0.10
53 C 18.889 -11.554 25.355  -0.21
54 Cl 20.785 -15.888 18.636  0.59
55 C 21.224 -8.483 25.844  0.00
56 C 12.356 3.153 31.654  -0.27
57 C 21.090 -10.870 24.310  0.01
58 C 13.091 6.452 29.283  -0.08
59 C 3.902 -9.757 24.818  -0.34
60 H 23.166 -10.296 23.794  0.11
61 H 20.228 -17.481 20.200  0.07
62 H 13.473 -1.177 32.312  0.10
63 C -0.064 -9.114 23.481  -0.06
64 C 22.292 -10.106 24.399  -0.05
65 H 13.332 7.265 28.614  0.11
66 O 12.945 2.456 27.625  0.12
67 H 13.340 5.051 27.622  0.12
68 H 0.446 -10.055 21.734  0.12
69 C 12.466 4.239 30.800  -0.08
70 C 15.322 -11.429 26.752  -0.09
71 C 16.537 -11.938 26.212  0.03
72 C 2.187 -9.975 23.061  -0.08
73 C 5.183 -11.957 21.925  0.01
74 H 16.512 -12.942 25.816  0.11
75 H 14.470 -12.063 26.951  0.11
76 C 4.396 -11.056 22.683  -0.05
77 H 21.051 -11.720 23.646  0.12
78 C 12.815 2.745 28.783  -0.32
79 C 20.859 -18.414 18.271  -0.70
80 C 12.713 1.788 31.072  -0.07
81 C 17.653 -9.790 26.773  -0.10
82 H -0.352 -8.266 25.450  0.11
83 H 22.124 -1.279 28.847  0.07
84 C 1.662 -8.788 25.152  0.02
85 C 3.076 -10.636 22.121  -0.28
86 H 11.999 5.817 32.329  0.12
87 C 13.095 0.319 29.212  0.02
88 C 0.330 -8.717 24.744  -0.06

Atomic forces in eV per Å
-1.4 0.3 0.8
-0.2 0.3 -0.3
1.1 -1.1 -3.4
-0.7 0.7 -0.4
-0.5 -0.2 0.2
0.2 0.0 -0.4
-0.9 -2.5 -0.7
-0.2 -1.5 -1.3
-0.2 0.3 -0.4
0.8 0.1 -0.3
0.8 1.2 1.6
0.0 -0.1 -0.2
0.4 -0.9 -1.8
1.2 0.8 -0.1
-0.4 0.4 -0.1
-0.1 0.1 0.0
0.3 3.4 2.1
-0.1 -0.4 0.3
2.1 2.7 0.6
0.2 -0.5 -0.1
-0.2 -2.3 1.8
-0.2 -1.1 0.9
-0.5 0.3 0.0
-1.4 -1.9 -0.5
1.6 0.4 1.1
-0.3 -0.2 0.2
0.1 -0.4 -0.7
-0.3 2.2 1.3
-0.2 -0.8 -0.6
-0.3 0.3 1.4
-0.4 -0.1 -0.3
0.0 -0.2 3.1
-0.2 -0.2 -1.7
0.0 0.0 0.0
0.4 0.6 0.3
0.4 1.1 2.0
2.8 2.0 0.7
0.6 0.1 -0.1
1.1 0.2 0.5
-1.2 -0.7 0.0
-1.2 0.0 0.4
-0.1 0.4 -0.1
0.1 1.1 0.5
0.0 0.0 -0.1
-0.3 -0.9 -2.8
-0.8 -1.4 -2.3
0.1 0.5 0.4
0.3 -0.1 0.8
-0.9 2.3 0.4
-1.0 -0.6 0.5
0.2 0.0 0.0
0.1 0.4 0.0
-0.2 -1.3 -1.8
0.2 1.5 -0.3
-2.4 -1.0 0.3
-1.2 -2.4 4.7
2.1 -0.2 0.4
0.5 0.0 -3.9
0.2 -0.8 -1.0
-0.1 -0.4 -0.1
0.6 -0.4 -0.1
0.3 -1.1 -0.7
0.7 0.0 0.4
-2.5 -1.8 -2.0
0.1 0.4 0.2
-0.2 1.5 -1.8
0.2 0.3 -0.1
0.8 0.0 -0.5
0.7 4.1 -2.0
1.6 -1.9 -0.1
-0.1 2.3 0.4
-1.7 1.8 0.4
0.5 1.7 1.4
0.6 0.1 -0.2
-0.1 -0.3 -0.6
0.2 -0.4 0.6
-0.2 -0.2 0.2
0.7 -1.3 0.7
-0.9 -1.1 -0.3
0.1 0.5 2.3
-0.9 0.3 0.2
-0.3 0.0 -0.1
-0.4 0.2 0.3
-0.1 -1.6 -0.9
0.0 -2.4 -1.1
0.1 -0.7 0.2
0.2 -0.3 0.6
0.5 1.0 0.8

- Lowest unoccupied orbital energy: -1.253 eV
- Kohn-Sham gap: 8.34 eV
- SMILES: O=C1c2ccccc2C(=O)c2ccccc21.O=C1c2ccccc2C(=O)c2ccccc21.O=C1c2ccccc2C(=O)c2ccccc21.ClCCCl.ClCCCl



4.
Computed, not measured: a molecular structure, C37H44N5SSeTc at a distorted geometry, with ωB97M-V/def2-TZVPD.

Each line ends with the Löwdin charge.
Element x y z (Å)
1 H 2.209 3.111 -1.098  0.07
2 H 0.301 0.838 -2.975  0.04
3 H 1.004 3.892 -5.825  0.11
4 C -2.527 1.957 1.714  -0.28
5 H -2.916 3.930 4.456  0.13
6 H -2.961 0.341 0.352  0.04
7 C -0.859 -5.234 3.558  -0.02
8 C 4.733 -0.222 -0.894  -0.06
9 H 4.705 -2.045 -2.042  0.12
10 H 2.181 -0.622 -0.389  0.01
11 H 2.571 -1.235 -4.611  0.11
12 C -2.698 -2.026 -2.048  -0.07
13 H -3.160 -2.962 -2.317  0.10
14 H -1.350 3.971 -1.752  0.13
15 H 1.664 -3.070 2.864  0.01
16 C -2.091 0.116 -1.961  -0.36
17 C -0.241 -4.059 3.159  -0.29
18 H -4.335 0.930 1.296  0.09
19 H -4.250 2.724 2.743  0.12
20 H -1.377 -2.558 -0.323  0.09
21 N -1.208 1.882 1.617  0.01
22 N -0.898 1.981 -1.282  -0.14
23 H -0.707 4.470 5.384  0.12
24 C 2.929 3.268 -3.112  -0.08
25 H -3.172 -1.056 3.021  0.07
26 Se -0.287 -1.331 2.304  0.79
27 H -3.954 -6.605 4.016  0.08
28 H 5.341 -0.078 -3.965  0.07
29 C 4.391 -0.070 -4.501  -0.05
30 C 0.286 3.709 -3.813  -0.04
31 N -1.410 -0.542 -0.951  -0.14
32 H -0.236 -6.074 3.845  0.13
33 C -3.373 -1.948 2.426  -0.09
34 H -0.148 3.756 -0.475  0.11
35 H -3.211 -1.677 1.380  0.05
36 H 1.759 4.267 5.280  0.12
37 H 4.064 0.441 -0.345  0.04
38 C -0.225 3.905 4.596  -0.01
39 H 1.636 -4.790 2.451  0.09
40 C 2.594 3.480 -4.443  -0.09
41 C -0.482 3.383 -1.443  -0.14
42 C 1.262 -4.037 3.147  -0.08
43 C -2.440 3.361 3.667  0.02
44 C 0.967 2.434 2.540  -0.57
45 C -1.804 1.489 -2.072  -0.11
46 C 0.612 3.484 -2.480  -0.23
47 H 3.945 -2.131 -4.034  0.12
48 H 3.963 3.113 -2.830  0.11
49 C -0.446 2.527 2.581  -0.23
50 C -1.032 3.275 3.624  -0.15
51 H 3.941 0.917 -4.384  0.05
52 H 3.470 -1.991 -0.820  0.12
53 C -2.906 -0.785 -2.650  -0.03
54 H 5.262 0.375 -1.636  0.07
55 N 1.503 -0.224 -1.026  -0.04
56 H -2.295 2.127 -2.803  0.15
57 C -1.774 -1.831 -1.015  -0.17
58 H 3.364 3.490 -5.204  0.11
59 C 3.993 -1.377 -1.560  -0.19
60 H -3.729 1.884 -0.045  0.10
61 H 5.467 -0.614 -0.189  0.09
62 Tc -0.043 0.705 0.088  1.13
63 H -2.559 -6.908 5.057  0.09
64 C -2.243 -5.369 3.601  -0.25
65 N 3.046 -0.954 -2.594  -0.06
66 H 1.613 0.674 -4.132  0.08
67 C -3.427 1.224 0.771  -0.02
68 H 2.805 2.968 3.455  0.11
69 C 1.025 0.150 -3.380  0.02
70 H 4.605 -0.226 -5.558  0.09
71 C 1.133 3.792 4.537  -0.05
72 H -3.557 -0.561 -3.480  0.11
73 H 1.645 -4.296 4.135  0.09
74 C 1.727 3.052 3.503  -0.09
75 C -2.469 -3.080 2.823  -0.30
76 H -0.746 3.896 -4.090  0.11
77 H -2.550 -7.479 3.395  0.09
78 C 3.458 -1.156 -3.987  -0.19
79 H -4.106 -4.371 3.255  0.12
80 C 1.944 3.272 -2.135  -0.05
81 C 1.888 -0.356 -2.272  -0.36
82 H 0.497 -0.680 -3.853  0.11
83 C -3.027 -4.278 3.227  -0.01
84 S 1.738 1.562 1.230  0.67
85 H -4.417 -2.229 2.553  0.08
86 C -2.867 -6.658 4.040  -0.04
87 C -1.055 -2.956 2.789  -0.56
88 C 1.270 3.707 -4.792  -0.07
89 C -3.169 2.706 2.732  0.00

Atomic forces in eV per Å
0.0 0.0 0.0
0.0 0.0 0.0
0.0 0.0 0.0
-0.1 -0.1 0.1
0.0 0.0 0.0
0.0 0.0 0.0
-0.2 0.0 0.1
0.0 0.0 0.0
0.0 0.0 0.0
-0.1 0.0 0.1
0.0 0.0 0.0
-0.1 0.2 -0.2
0.0 0.0 0.0
0.0 0.0 0.0
0.0 0.0 0.0
0.0 0.3 -0.1
-0.2 0.3 -0.3
0.0 0.0 0.0
0.0 0.0 0.0
0.0 0.0 0.0
0.2 0.0 -0.1
0.0 0.0 0.1
0.0 0.0 0.0
0.0 0.0 0.0
0.0 0.0 0.0
0.9 2.2 -0.2
0.0 0.0 0.0
0.0 0.0 0.0
0.0 0.0 0.0
0.0 0.0 0.0
0.1 0.1 0.0
0.0 0.0 0.0
0.1 0.0 -0.1
0.0 0.0 0.0
0.0 0.0 0.0
0.0 0.0 0.0
0.0 0.0 0.0
0.0 0.0 -0.1
0.0 0.0 0.0
0.0 0.0 0.0
0.0 0.0 0.0
0.0 0.0 0.0
0.0 0.0 0.0
0.0 0.0 -0.1
-0.2 -0.4 -0.2
0.0 0.0 0.0
0.0 0.0 0.0
0.0 0.0 0.0
-0.1 -0.1 -0.1
0.0 -0.1 -0.1
0.0 0.0 0.0
0.0 0.0 0.0
-0.1 -0.2 0.0
0.0 0.0 0.0
-0.2 0.2 0.0
0.0 0.0 0.0
0.1 0.1 0.2
0.0 0.0 0.0
0.0 0.0 0.0
0.0 0.0 0.0
0.0 0.0 0.0
0.5 -1.5 1.5
0.0 0.0 0.0
0.1 0.2 -0.1
-0.1 0.0 0.0
0.0 0.0 0.0
0.0 0.0 0.0
0.0 0.0 0.0
0.0 0.0 0.0
0.0 0.0 0.0
0.1 0.0 0.0
0.0 0.0 0.0
0.0 0.0 0.0
0.1 0.0 0.1
0.4 0.1 0.0
0.0 0.0 0.0
0.0 0.0 0.0
0.0 0.0 0.0
0.0 0.0 0.0
0.0 0.0 0.0
0.1 -0.1 -0.2
0.0 0.0 0.0
0.1 -0.2 0.1
-0.7 0.0 -0.3
0.0 0.0 0.0
0.0 -0.1 0.0
-0.7 -1.0 -0.6
0.0 0.0 0.0
0.0 0.0 0.0

- Lowest unoccupied orbital energy (alpha / beta): -4.750 / -4.672 eV
- Multiplicity: 2
- Total charge: +1
- Expectation value of S²: 0.81
- Kohn-Sham gap (alpha / beta): 4.94 / 4.82 eV



5.
Computed, not measured: a single C9H12F3OP molecule at a distorted geometry, with ωB97M-V/def2-TZVPD.

Each line ends with the Löwdin charge.
Element x y z (Å)
1 H 1.914 0.669 1.643  0.10
2 H 2.087 -1.538 -2.897  0.10
3 C -2.079 -3.022 0.841  0.02
4 C 0.443 1.993 2.064  -0.21
5 F 1.968 2.065 0.197  -0.02
6 H 1.909 0.970 -3.318  0.09
7 H 0.452 1.361 2.950  0.11
8 C 1.263 1.266 1.081  -0.36
9 C 1.006 0.332 -3.237  -0.08
10 H 0.225 0.901 -2.753  0.05
11 C -0.099 3.181 1.836  0.04
12 O -1.006 1.068 -0.645  -0.34
13 F -0.180 -1.525 2.031  -0.08
14 H -2.617 -1.189 -0.321  0.12
15 F 1.297 -2.414 -0.773  -0.03
16 H -0.621 3.760 2.554  0.05
17 C -2.052 -1.755 0.469  -0.14
18 H -1.490 -3.499 1.652  0.09
19 H -2.653 -3.734 0.317  0.04
20 H 0.683 0.202 -4.185  0.03
21 P -0.098 0.176 0.104  0.89
22 C 1.428 -0.864 -2.412  -0.12
23 H 0.031 3.690 0.816  0.11
24 H -1.692 -0.142 1.942  0.15
25 C -1.093 -0.799 1.243  -0.40
26 C 0.974 -1.153 -1.202  -0.22

Atomic forces in eV per Å
1.3 -1.2 0.3
0.4 -0.9 -0.2
0.5 -0.4 0.3
0.2 0.3 -0.1
-0.6 -0.5 0.1
-0.5 0.0 0.0
-0.7 0.7 0.5
-1.7 -0.3 -1.5
2.1 1.4 3.6
0.0 0.2 0.4
0.6 0.4 -1.8
0.0 0.1 -0.3
-0.3 0.1 0.0
0.4 -1.2 0.7
-0.2 0.7 0.9
-0.5 0.2 0.7
1.0 1.7 0.7
-0.2 1.0 -0.6
-0.9 -0.6 -0.6
-0.9 -1.3 -3.1
2.3 0.0 -2.3
-1.7 1.5 -0.5
-0.1 -1.0 1.6
0.7 -0.4 -0.9
-0.7 -1.1 0.9
-0.8 0.5 1.2

- Lowest unoccupied orbital energy: 0.613 eV
- Kohn-Sham gap: 10.05 eV
- SMILES: C=C[C@@H](F)[P@](=O)(/C(F)=C\C)[C@@H](F)C=C



6.
Computed, not measured: a gas-phase ion, C4H6N3O (charge +1) at a distorted geometry, with ωB97M-V/def2-TZVPD.

Each line ends with the Löwdin charge.
Element x y z (Å)
1 H -2.996 0.932 0.038  0.14
2 N -0.970 0.717 0.096  0.20
3 C -0.126 -0.330 -0.030  -0.25
4 O 1.852 -1.566 -0.093  0.09
5 H -2.946 -1.810 0.106  0.16
6 H 2.326 1.111 -1.085  0.15
7 C -2.175 0.260 0.182  -0.06
8 N -0.933 -1.482 -0.141  0.22
9 H -0.720 -2.440 -0.233  0.17
10 C -2.168 -1.069 0.010  0.01
11 H 1.352 1.686 0.257  0.12
12 H 2.893 0.773 0.668  0.14
13 C 2.027 0.848 -0.027  0.00
14 N 1.180 -0.256 -0.001  -0.07

Atomic forces in eV per Å
-0.5 0.1 0.7
2.3 1.4 0.3
-2.2 -0.2 0.1
-2.9 5.3 0.4
-0.2 0.2 -0.3
0.0 -0.7 1.1
-0.9 3.2 -1.0
1.2 1.1 0.3
1.0 -1.1 -0.1
-1.2 -4.1 0.3
0.8 -0.2 0.1
-0.8 -0.3 -0.7
0.3 3.4 -0.3
3.2 -8.2 -0.9

- Lowest unoccupied orbital energy (alpha / beta): -7.390 / -6.911 eV
- Total charge: +1
- Kohn-Sham gap (alpha / beta): 8.37 / 7.56 eV
- SMILES: C[N+](=O)c1ncc[nH]1